# 1
Molecular formula: C24H46N4O2PSV
Method: DFT, ωB97M-V/def2-TZVPD

As for the total charge: -1. The gap between HOMO and LUMO (spin up / spin down) comes out at 4.094 / 5.186 eV. As for the spin multiplicity: 2. Its maximum force is 1.562 eV/Å. The calculation puts the LUMO energy (spin up / spin down) at 2.651 / 2.650 eV.

Structure (XYZ):
```
79
Properties=species:S:1:pos:R:3:forces:R:3:lowdin_spin:R:1
V -1.065 0.526 -1.083 0.3 1.3 0.8 0.022
C -3.213 0.688 0.927 -0.8 -0.1 -0.2 0.001
N -3.011 1.059 -0.478 -0.6 0.1 0.5 -0.002
C -3.271 2.490 -0.625 -0.6 -0.1 -0.2 0.000
C -3.856 0.293 -1.398 -0.2 -0.5 -0.3 0.000
C -3.282 -1.104 -1.687 -0.4 0.2 0.2 0.000
N -1.908 -1.046 -2.196 0.1 -0.9 -0.2 0.001
C -1.236 -2.340 -1.989 -0.6 -0.3 -0.2 0.002
C -1.838 -0.715 -3.624 -0.6 -0.4 -0.2 0.000
H -4.246 0.908 1.237 0.0 0.1 0.0 0.000
H -2.528 1.233 1.565 0.2 0.1 0.0 0.001
H -3.009 -0.361 1.066 0.0 -0.1 0.0 0.000
H -4.319 2.715 -0.373 0.0 0.0 0.0 0.000
H -3.069 2.786 -1.648 0.1 0.0 -0.1 0.000
H -2.621 3.057 0.023 0.1 0.1 0.2 0.000
H -3.924 0.818 -2.347 0.1 0.3 0.0 0.000
H -4.878 0.217 -1.001 -0.1 -0.2 0.0 0.000
H -3.926 -1.646 -2.393 -0.2 0.1 0.0 0.000
H -3.297 -1.662 -0.753 0.3 -0.2 0.0 0.001
H -1.759 -3.132 -2.545 0.0 0.0 0.0 0.000
H -1.231 -2.593 -0.939 0.0 0.0 0.2 0.001
H -0.214 -2.279 -2.330 0.2 0.1 -0.1 0.001
H -2.332 -1.502 -4.217 0.0 -0.1 0.0 0.000
H -0.807 -0.625 -3.938 0.2 0.0 0.1 0.001
H -2.311 0.237 -3.811 -0.1 0.2 0.0 0.000
C 3.622 -2.063 -3.353 0.0 0.0 -0.1 0.003
C 3.838 -1.187 -2.122 0.3 0.0 -0.3 0.004
N 3.100 -1.640 -0.974 0.1 -0.1 0.0 0.044
C 3.750 -2.581 -0.093 0.1 -0.2 0.2 0.004
C 4.376 -1.910 1.126 0.1 0.0 0.1 0.002
C 1.812 -1.225 -0.699 -0.8 0.1 0.2 0.087
S 1.082 -0.082 -1.785 1.5 -0.4 -0.4 0.058
N 1.275 -1.744 0.378 0.1 0.0 -0.2 0.018
C 0.046 -1.525 0.918 -0.3 0.0 0.2 0.233
O -0.903 -0.703 0.480 0.9 -0.7 0.3 0.117
C -0.227 -2.274 2.117 0.0 0.3 -0.4 0.059
C 0.704 -3.185 2.673 0.0 -0.1 0.2 0.081
C 0.414 -3.886 3.824 0.0 0.1 -0.1 0.008
C -0.809 -3.717 4.478 0.0 -0.2 0.2 0.121
C -1.738 -2.826 3.949 0.1 0.1 -0.1 0.005
C -1.459 -2.118 2.795 -0.2 -0.1 0.2 0.090
H 4.209 -1.695 -4.200 0.0 0.0 0.0 0.000
H 2.571 -2.065 -3.640 0.0 0.1 0.0 0.000
H 3.924 -3.094 -3.155 0.0 0.0 0.0 0.000
H 3.596 -0.151 -2.351 -0.2 0.0 0.0 0.001
H 4.903 -1.191 -1.867 0.0 -0.1 0.1 0.001
H 4.527 -3.108 -0.655 0.0 0.1 -0.1 0.000
H 3.038 -3.340 0.229 -0.1 0.1 0.0 0.001
H 5.115 -1.164 0.821 0.0 0.0 0.0 0.000
H 4.876 -2.646 1.762 0.0 0.0 0.0 0.000
H 3.610 -1.410 1.718 -0.1 0.0 0.0 0.000
H 1.655 -3.327 2.183 0.1 0.0 -0.1 0.006
H 1.148 -4.576 4.224 0.0 0.0 0.0 -0.003
H -1.032 -4.271 5.383 0.0 0.0 0.0 0.010
H -2.691 -2.682 4.445 0.0 0.0 0.0 -0.003
H -2.193 -1.429 2.404 0.1 0.0 0.0 0.008
C -0.848 3.642 2.732 0.2 0.2 -0.2 0.000
C -0.158 3.930 1.392 -1.0 -0.2 0.4 0.004
P -0.031 2.445 0.285 0.7 0.1 -0.3 0.007
C 1.122 1.443 1.316 1.1 0.9 -0.1 0.002
C 2.395 2.138 1.826 -0.3 -0.2 0.1 0.000
C 0.832 3.364 -1.095 0.4 -0.1 0.4 0.001
C -0.129 4.179 -1.962 0.0 0.1 0.2 0.000
H -0.936 4.553 3.324 0.0 0.1 0.1 0.000
H -0.290 2.918 3.323 0.0 -0.1 0.0 0.000
H -1.851 3.250 2.571 -0.1 -0.1 0.0 0.000
H 0.831 4.351 1.556 0.1 0.0 -0.1 0.000
H -0.745 4.688 0.870 0.0 0.1 -0.1 0.000
H 1.438 0.619 0.700 -0.1 -0.3 -0.1 0.000
H 0.548 1.032 2.144 -0.2 -0.1 0.0 0.001
H 2.966 2.545 0.994 0.1 0.1 -0.1 0.000
H 3.027 1.416 2.346 0.1 -0.1 0.0 0.000
H 2.184 2.938 2.535 0.0 0.1 0.0 0.000
H 1.341 2.630 -1.710 0.0 -0.1 -0.1 0.002
H 1.584 4.043 -0.675 0.1 -0.1 0.1 0.000
H -0.867 3.528 -2.419 0.0 -0.1 0.0 0.000
H 0.435 4.672 -2.753 0.0 0.1 -0.1 0.000
H -0.638 4.954 -1.384 0.0 0.1 0.0 0.000
O -1.194 1.513 -2.371 -0.2 0.8 -0.8 -0.003
```
Positions in Å, forces in eV/Å.

# 2
Molecular formula: C44H45CdN7O5S4Se
Method: DFT, ωB97M-V/def2-TZVPD

The gap between HOMO and LUMO comes out at 6.699 eV. As for the spin multiplicity: 1. Its maximum force is 0.622 eV/Å. The calculation puts the LUMO energy at -1.310 eV.

Structure (XYZ):
```
107
Properties=species:S:1:pos:R:3:forces:R:3:mulliken_charge:R:1
Cd 0.108 -1.294 -0.432 -0.3 0.1 0.0 2.098
C -4.787 -1.341 3.352 0.1 0.0 0.0 -1.699
C -4.109 -1.488 4.715 -0.1 0.0 0.0 1.964
C -4.553 -0.309 5.596 0.0 -0.1 0.0 -1.729
C -4.589 -2.802 5.352 0.0 0.1 0.0 -1.707
C -2.586 -1.506 4.604 0.0 0.0 0.0 0.306
C -1.816 -1.616 5.776 0.1 0.0 0.1 -0.367
C -0.436 -1.644 5.749 0.0 0.0 0.0 -1.410
C 0.202 -1.554 4.517 0.0 0.0 -0.1 1.051
S 1.892 -1.533 4.141 -0.1 0.0 -0.2 -0.507
C 1.493 -1.361 2.428 0.0 0.0 0.4 0.383
N 0.222 -1.334 2.187 0.1 -0.1 -0.2 0.595
C -0.538 -1.439 3.335 0.1 -0.1 0.2 -2.114
C -1.934 -1.421 3.386 0.0 0.0 -0.1 1.466
C 2.554 -1.245 1.412 0.2 0.0 -0.2 2.598
C 3.888 -1.147 1.816 -0.1 0.0 0.1 -0.895
C 4.897 -1.032 0.877 0.0 0.0 0.0 -1.313
C 4.571 -1.012 -0.473 0.0 -0.1 0.1 -0.396
C 3.241 -1.101 -0.869 0.0 0.0 0.1 0.144
C 2.201 -1.224 0.052 0.3 0.0 0.3 -1.926
H -5.870 -1.310 3.489 0.0 0.0 0.0 0.505
H -4.556 -2.184 2.698 0.0 0.0 0.0 0.203
H -4.482 -0.420 2.850 0.0 0.0 0.0 0.329
H -5.642 -0.295 5.675 0.0 0.0 0.0 0.458
H -4.221 0.638 5.166 0.0 0.0 0.0 0.362
H -4.145 -0.384 6.605 0.0 0.0 0.0 0.344
H -5.680 -2.810 5.416 0.0 0.0 0.0 0.457
H -4.193 -2.924 6.361 0.0 0.0 0.0 0.354
H -4.272 -3.658 4.753 0.0 0.0 0.0 0.356
H -2.311 -1.672 6.737 0.0 0.0 0.0 0.445
H 0.134 -1.734 6.665 0.0 0.0 0.0 0.394
H -2.465 -1.336 2.447 0.0 0.0 0.0 -0.604
H 4.144 -1.155 2.871 0.0 0.0 0.0 0.410
H 5.930 -0.956 1.194 0.0 0.0 0.0 0.406
H 5.357 -0.929 -1.216 -0.1 -0.1 0.2 0.588
H 3.006 -1.067 -1.928 0.0 0.0 0.0 0.303
S 0.303 5.576 1.811 0.0 0.0 -0.2 -0.164
C 0.238 3.870 1.297 0.0 0.1 0.0 0.332
C -0.695 3.017 1.874 0.1 0.0 0.0 -1.030
C -0.692 1.685 1.493 0.1 0.0 0.0 -0.304
N 0.158 1.188 0.602 0.0 0.0 -0.2 0.312
C 1.036 2.014 0.039 0.1 -0.1 0.0 -0.543
C 1.121 3.359 0.356 -0.1 0.0 0.0 -0.797
C 0.398 6.350 0.200 -0.1 -0.1 0.2 0.138
C 1.604 6.802 -0.312 0.0 0.1 0.0 0.000
C 1.600 7.392 -1.570 0.0 0.0 0.0 -0.417
N 0.501 7.557 -2.300 0.0 0.0 -0.1 -0.587
C -0.649 7.118 -1.795 0.0 0.0 0.1 -0.425
C -0.757 6.510 -0.552 0.1 0.0 -0.1 -0.140
H -1.406 3.391 2.599 0.0 0.0 0.0 0.504
H -1.410 0.985 1.908 0.0 0.0 0.0 0.349
H 1.706 1.571 -0.693 0.0 0.0 0.0 0.392
H 1.853 3.991 -0.126 0.0 0.0 0.0 0.435
H 2.520 6.702 0.256 0.0 0.0 0.0 0.441
H 2.524 7.753 -2.010 0.0 0.0 0.0 0.385
H -1.529 7.266 -2.412 0.0 0.0 0.0 0.361
H -1.711 6.164 -0.177 0.0 0.0 0.0 0.413
C 6.430 1.915 -1.288 -0.1 0.0 0.0 -1.742
C 5.264 1.907 -2.239 0.1 0.0 0.0 1.061
C 4.993 0.793 -3.025 0.0 0.2 -0.2 -0.422
C 3.886 0.757 -3.858 0.1 0.1 -0.1 -0.595
C 3.037 1.853 -3.902 0.0 -0.2 0.0 0.240
C 3.304 2.989 -3.152 -0.1 0.1 0.1 -0.906
C 4.415 3.010 -2.328 0.0 -0.1 0.0 -0.757
S 1.575 1.857 -4.901 -0.2 0.0 -0.2 1.392
O 0.549 2.535 -4.139 0.0 -0.1 0.0 -0.597
O 1.854 2.378 -6.210 0.0 -0.1 -0.1 -0.791
N 1.300 0.239 -4.994 -0.1 0.1 0.0 -0.291
C -0.009 -0.202 -5.535 0.3 0.2 0.0 -0.525
C -0.404 -1.511 -4.849 0.0 0.1 0.1 -1.158
C -0.409 -1.501 -3.318 0.0 -0.3 -0.2 0.525
O -1.181 -2.266 -2.704 0.0 0.2 0.1 -0.607
O 0.441 -0.756 -2.747 -0.2 0.0 0.6 -0.496
H 7.194 1.201 -1.596 0.0 0.0 0.0 0.357
H 6.096 1.632 -0.286 0.0 0.0 0.0 0.266
H 6.878 2.906 -1.221 0.0 0.0 0.0 0.512
H 5.656 -0.064 -2.981 0.0 0.1 -0.1 0.504
H 3.677 -0.113 -4.466 0.0 0.0 0.0 0.535
H 2.632 3.837 -3.211 0.0 0.0 0.0 0.545
H 4.628 3.891 -1.734 0.0 0.0 0.0 0.410
H 1.297 -0.079 -4.009 0.0 0.0 0.0 0.278
H 0.099 -0.377 -6.604 -0.1 0.0 0.0 0.316
H -0.778 0.562 -5.400 0.0 0.0 0.1 0.326
H 0.332 -2.266 -5.140 -0.1 -0.1 0.0 0.348
H -1.384 -1.842 -5.183 0.0 0.0 -0.1 0.357
C 0.357 -6.279 0.649 -0.1 0.1 0.0 -1.162
S -0.737 -4.863 0.413 -0.1 -0.4 -0.3 0.451
C -1.382 -5.359 -1.203 0.0 0.0 0.2 -0.704
O 0.163 -3.706 0.146 0.2 0.2 0.0 -0.732
H -0.235 -7.195 0.627 0.0 0.0 0.0 0.413
H 0.843 -6.168 1.616 0.0 0.0 0.0 0.371
H 1.099 -6.269 -0.149 0.0 0.0 0.0 0.336
H -2.205 -6.061 -1.056 0.0 0.0 0.0 0.410
H -0.589 -5.808 -1.798 0.0 0.1 0.0 0.391
H -1.734 -4.445 -1.686 0.0 0.0 0.0 -0.016
Se -2.602 1.194 -2.594 0.1 0.4 -0.3 0.260
N -3.951 0.103 -2.882 -0.2 -0.2 -0.1 -0.884
C -3.884 -0.830 -1.949 0.3 0.2 0.2 0.986
C -4.737 -1.951 -1.815 -0.1 -0.3 0.1 -0.559
C -4.480 -2.811 -0.794 -0.3 0.1 -0.3 -1.325
C -3.390 -2.575 0.089 0.4 0.2 0.3 -0.983
N -2.569 -1.561 0.020 -0.1 -0.3 -0.2 0.525
C -2.813 -0.678 -0.990 -0.3 0.2 -0.3 -0.186
N -2.037 0.373 -1.162 0.2 -0.3 0.2 -0.154
H -5.549 -2.104 -2.513 0.0 0.0 0.0 0.475
H -5.103 -3.682 -0.641 0.1 0.0 0.0 0.473
H -3.202 -3.269 0.904 0.0 -0.1 -0.1 1.025
```
Positions in Å, forces in eV/Å.

# 3
Molecular formula: C5H9NO2
Method: DFT, ωB97M-V/def2-TZVPD

As for the total charge: +1. The gap between HOMO and LUMO (spin up / spin down) comes out at 6.798 / 5.892 eV. As for the spin multiplicity: 2. Its maximum force is 2.161 eV/Å. The calculation puts the LUMO energy (spin up / spin down) at -8.497 / -8.519 eV.

Structure (XYZ):
```
17
Properties=species:S:1:pos:R:3:forces:R:3:lowdin_spin:R:1
O 0.008 -0.377 -2.932 -0.1 -0.3 -0.7 0.239
C -0.578 -0.488 -1.885 0.3 0.5 1.1 0.031
O -1.731 -1.053 -1.883 0.0 -0.1 -0.2 0.709
C 0.019 0.047 -0.591 0.4 -0.1 0.1 0.014
C -0.395 -0.795 0.667 -1.1 1.2 -1.5 0.005
C -0.042 -0.134 1.881 0.8 -1.5 0.4 -0.003
C 1.275 0.341 2.226 0.5 0.9 0.7 0.000
N 2.215 0.507 1.380 -0.3 -0.8 -0.3 0.000
H -2.350 1.347 -3.157 -0.1 0.1 0.0 -0.001
H 1.095 0.043 -0.741 0.0 -0.2 0.0 0.005
H -0.228 1.100 -0.449 -0.4 -0.1 -0.2 -0.001
H 0.036 -1.787 0.531 0.5 -0.3 0.4 0.000
H -1.472 -0.974 0.634 -0.1 -0.1 0.2 0.003
H -0.710 -0.264 2.729 -0.3 0.5 0.0 0.000
H 1.443 0.535 3.289 -0.1 -0.3 0.0 0.000
H 3.132 0.561 1.838 -0.1 0.5 0.0 0.000
H -1.717 1.393 -3.537 0.0 0.1 -0.1 -0.001
```
Positions in Å, forces in eV/Å.